Run A
Below is 2 unconnected molecules or ions with the total composition C3H11NS2, with properties calculated with ωB97M-V/def2-TZVPD.

SMILES: CCN.CSS
HOMO energy in eV: -9.04

Geometry as ORCA input:
```
! wB97M-V def2-TZVPD RIJCOSX def2/J DEFGRID3
* xyz 0 1
C 1.58346 -0.17999 2.65653
S 2.16601 0.73788 4.08479
S 1.43307 2.68277 3.97391
H 1.98852 0.07876 1.68207
H 0.49751 -0.20939 2.56024
H 1.91975 -1.19190 2.89380
H 0.41625 2.60117 4.77996
C -0.07360 -0.40597 -2.88916
C -1.43985 -0.05883 -2.31277
N -1.91259 -0.81976 -1.13881
H -0.17576 -0.88316 -3.86278
H 0.46553 0.51351 -3.14920
H 0.63816 -0.90380 -2.23077
H -1.44047 0.99720 -2.04693
H -2.21314 -0.26150 -3.05374
H -2.61873 -1.47640 -1.43243
H -1.23412 -1.22060 -0.51470
*
```



Run B
Below is 2 unconnected molecules or ions with the total composition C3H11NS2, with properties calculated with ωB97M-V/def2-TZVPD.

SMILES: CNC.CSS
HOMO energy in eV: -8.75

Geometry as ORCA input:
```
! wB97M-V def2-TZVPD RIJCOSX def2/J DEFGRID3
* xyz 0 1
C 2.31854 0.49980 1.28497
S 3.28592 0.19655 -0.22309
S 1.64802 -0.13781 -1.53807
H 1.66648 -0.33548 1.53289
H 3.05318 0.54569 2.09464
H 1.74809 1.42423 1.24616
H 1.95562 0.94654 -2.26001
C -1.90696 0.03921 -1.33551
N -1.37406 0.34056 -0.01035
C -1.43901 -0.77637 0.91566
H -2.95729 -0.24222 -1.27018
H -1.36862 -0.75988 -1.86961
H -1.80778 0.95626 -1.91604
H -0.38036 0.53686 -0.15665
H -0.99949 -1.71298 0.52359
H -0.95347 -0.52675 1.85704
H -2.48880 -0.99422 1.12456
*
```



Of them, the most stable is run B and the least stable is run A.



Run A
Below is a molecular structure, CH4INOS, with properties calculated with ωB97M-V/def2-TZVPD.

HOMO energy (spin up / spin down) in eV: -9.46 / -9.45

Geometry as ORCA input:
```
! wB97M-V def2-TZVPD RIJCOSX def2/J DEFGRID3
* xyz 0 1
C 0.43984 1.02895 0.22058
N 0.93536 -1.59581 -1.05303
O -0.54034 -1.10797 1.42520
S -0.60578 -0.44399 0.12802
I -2.90541 0.61130 0.01648
H 1.24482 0.51824 0.70321
H 0.66928 1.54967 -0.75091
H 0.01080 1.80497 0.91132
H 0.75143 -2.36536 -1.60087
*
```



Run B
Below is CH4INOS in the gas phase, with properties calculated with ωB97M-V/def2-TZVPD.

SMILES: C[S@@](=N)(=O)I
HOMO energy (spin up / spin down) in eV: -9.18 / -9.18

Geometry as ORCA input:
```
! wB97M-V def2-TZVPD RIJCOSX def2/J DEFGRID3
* xyz 0 1
C -0.62387 1.06677 -0.20412
N -0.25623 -1.46619 1.07554
O 0.61560 -1.00087 -1.50281
S 0.46417 -0.48142 -0.15716
I 2.64423 0.41594 0.48942
H 0.15772 1.84232 -0.23279
H -1.36874 1.05126 -1.03643
H -1.33764 1.03872 0.61983
H -0.29524 -2.46652 0.94853
*
```



Of them, the most stable is run B and the least stable is run A.



Run A
Below is 2 unconnected molecules or ions with the total composition C4H10NO2, with properties calculated with ωB97M-V/def2-TZVPD.

HOMO energy in eV: -2.55

Geometry as ORCA input:
```
! wB97M-V def2-TZVPD RIJCOSX def2/J DEFGRID3
* xyz -1 1
C -0.56481 -0.85126 -0.97433
C -0.76470 -1.47396 0.19186
O -1.29722 -0.85195 1.29464
C -0.35445 -2.88069 0.45383
H -0.38526 -1.47237 -1.83952
H -0.39194 0.21767 -0.97216
H -1.31965 0.09182 1.07672
H 0.09574 -3.30644 -0.43593
H 0.36143 -2.88484 1.27993
H -1.21461 -3.49048 0.76854
N -0.00826 2.39304 0.21220
C 1.17964 2.23418 -0.74604
O 1.76596 1.07091 -0.62243
H 0.30653 2.09694 1.12998
H -0.19982 3.38378 0.27714
H 0.71461 2.43005 -1.74668
H 1.83587 3.14647 -0.52576
*
```



Run B
Below is a gas-phase ion, C4H10NO2 (charge -1), with properties calculated with ωB97M-V/def2-TZVPD.

SMILES: N[C@@H](C[O-])CCO
HOMO energy in eV: -2.56

Geometry as ORCA input:
```
! wB97M-V def2-TZVPD RIJCOSX def2/J DEFGRID3
* xyz -1 1
C -1.68900 -0.67729 -0.76477
O -1.17458 -0.83920 -1.99302
C -0.70619 0.11391 0.16315
C 0.62939 -0.74874 0.16537
C 1.89491 -0.08589 0.80819
O 1.69352 1.15122 1.44996
N -0.43509 1.44604 -0.33757
H -2.04627 -1.67108 -0.27896
H -2.63293 -0.05754 -0.77421
H -1.21218 -0.01804 1.13718
H 0.80751 -0.93967 -0.89299
H 0.31222 -1.68358 0.63181
H 2.46080 0.16917 -0.09828
H 2.34091 -0.83834 1.45390
H 0.89299 1.58743 1.11425
H 0.18711 1.27759 -1.11741
H -1.32314 1.81399 -0.66660
*
```



Run C
Below is a molecular structure, C4H10NO2, with properties calculated with ωB97M-V/def2-TZVPD.

HOMO energy in eV: -3.84

Geometry as ORCA input:
```
! wB97M-V def2-TZVPD RIJCOSX def2/J DEFGRID3
* xyz -1 1
C -0.11941 1.71006 0.67884
O -0.06145 0.43235 1.24257
C -0.81649 1.64693 -0.66553
C -1.68210 2.56310 -1.08586
H 0.88659 2.14856 0.55988
H -0.67057 2.35364 1.37886
H 0.56329 -0.27518 0.51580
H -0.48834 0.77827 -1.22250
H -2.22076 2.51957 -2.02779
H -1.96648 3.39913 -0.45213
N 1.19799 -3.13482 0.73149
C 0.65083 -2.26059 -0.29221
O 1.20747 -0.99760 -0.34853
H 2.20791 -3.07657 0.73125
H 0.94638 -2.80813 1.65890
H 0.80579 -2.73977 -1.27475
H -0.44065 -2.25896 -0.12828
*
```



Run D
Below is a gas-phase ion, C4H10NO2 (charge -1), with properties calculated with ωB97M-V/def2-TZVPD.

SMILES: N[C@H](C[O-])CCO
HOMO energy in eV: -2.58

Geometry as ORCA input:
```
! wB97M-V def2-TZVPD RIJCOSX def2/J DEFGRID3
* xyz -1 1
C 1.79139 -0.95220 0.28266
O 1.67668 -2.26342 0.06943
C 0.60087 -0.04164 -0.11214
C -0.47968 0.20663 0.83645
C -1.75617 0.72329 0.20695
O -1.71303 2.19097 0.04634
N -0.00870 -0.72234 -1.34586
H 2.15365 -0.53504 1.34710
H 2.69173 -0.54537 -0.34576
H 1.04118 1.01386 -0.53773
H -0.65430 -0.71154 1.50402
H -0.13714 0.94904 1.47251
H -2.04981 0.28688 -0.74759
H -2.53280 0.53703 1.06209
H -1.09621 2.45794 -0.61225
H -0.16750 -1.74549 -1.01005
H 0.63981 -0.84860 -2.11616
*
```



Of them, the most stable is run C and the least stable is run D.



Run A
Below is 2 unconnected molecules or ions with the total composition C4H10NO2, with properties calculated with ωB97M-V/def2-TZVPD.

HOMO energy in eV: -2.42

Geometry as ORCA input:
```
! wB97M-V def2-TZVPD RIJCOSX def2/J DEFGRID3
* xyz -1 1
C 1.85812 -0.55242 -0.00711
O 1.11268 -1.50643 -0.60318
C 0.90153 0.56548 0.54606
N 1.71696 1.60501 1.16280
H 2.55811 -0.92113 0.78802
H 2.51471 -0.01710 -0.74611
H 0.29310 0.93421 -0.30298
H 0.22621 0.12543 1.29939
H 1.14411 2.39404 1.52917
H 2.17595 1.15214 1.95921
C -1.58446 -1.44622 -0.60397
C -2.46154 -0.43258 -0.70809
O -1.95336 0.94530 -0.80039
H -1.94833 -2.46744 -0.70026
H -0.48312 -1.28407 -0.58663
H -3.54174 -0.53516 -0.82407
H -2.52895 1.44092 -1.40186
*
```



Run B
Below is a gas-phase ion, C4H10NO2 (charge -1), with properties calculated with ωB97M-V/def2-TZVPD.

SMILES: [O-]CCCNCO
HOMO energy in eV: -2.74

Geometry as ORCA input:
```
! wB97M-V def2-TZVPD RIJCOSX def2/J DEFGRID3
* xyz -1 1
C -1.00084 0.62030 -0.24586
C -1.03607 -0.40165 0.92760
C 0.08851 -0.08532 1.91825
O 1.31090 -0.21176 1.36606
N -0.42453 0.10263 -1.47281
C 1.00262 0.35880 -1.52256
O 1.67535 -0.74111 -2.17100
H -2.01251 1.03038 -0.37476
H -0.42563 1.43347 0.09607
H -2.00181 -0.33834 1.43591
H -0.86202 -1.39981 0.52050
H -0.16787 0.93925 2.32011
H -0.04977 -0.69908 2.85261
H -0.55786 -0.89038 -1.56678
H 1.36604 0.41994 -0.49932
H 1.23055 1.22004 -2.13517
H 1.86495 -1.35737 -1.44885
*
```



Run C
Below is 2 unconnected molecules or ions with the total composition C4H10NO2, with properties calculated with ωB97M-V/def2-TZVPD.

HOMO energy in eV: -3.10

Geometry as ORCA input:
```
! wB97M-V def2-TZVPD RIJCOSX def2/J DEFGRID3
* xyz -1 1
C -1.40295 1.68026 -0.34537
C -0.14412 -1.94251 -0.06483
C -0.73893 0.48708 0.44498
C 0.33012 -0.47359 -0.20945
N 1.90408 -0.26160 0.99831
O 2.56614 0.79931 0.25279
O 0.86189 -0.20779 -1.34612
H -1.44900 2.67482 0.21239
H -2.49491 1.57540 -0.57050
H -1.08513 1.98896 -1.33324
H -1.24715 -1.95103 0.14391
H 0.43985 -2.39240 0.79260
H -0.02368 -2.46905 -1.01747
H -0.46233 1.07077 1.36521
H -1.48605 -0.21732 0.78555
H 2.33108 -1.09261 0.57447
H 2.10109 0.73131 -0.68324
*
```



Run D
Below is 2 unconnected molecules or ions with the total composition C4H10NO2, with properties calculated with ωB97M-V/def2-TZVPD.

HOMO energy in eV: -3.73

Geometry as ORCA input:
```
! wB97M-V def2-TZVPD RIJCOSX def2/J DEFGRID3
* xyz -1 1
C 1.24144 -1.61796 -0.06651
O 0.31363 -1.13978 -0.99704
C 0.57508 -2.18730 1.17463
H 1.92801 -0.81555 0.23615
H 1.84936 -2.40225 -0.54676
H 1.31315 -2.64422 1.84108
H -0.14997 -2.95703 0.88003
H 0.02255 -1.39549 1.68433
C -0.73464 1.66514 0.81909
N -0.20551 1.43843 -0.36439
C -0.94244 2.06750 -1.44895
O -1.74722 2.31858 1.12123
H -0.18076 1.14780 1.62997
H 0.12487 -0.16969 -0.75579
H -1.92933 1.62025 -1.57832
H -0.37337 1.93710 -2.36946
H -1.10486 3.13447 -1.25928
*
```



Of them, the most stable is run D and the least stable is run C.



Run A
Below is a molecular structure, C17H26GeN3O7STa, with properties calculated with ωB97M-V/def2-TZVPD.

HOMO energy (spin up / spin down) in eV: -2.71 / -3.87

Geometry as ORCA input:
```
! wB97M-V def2-TZVPD RIJCOSX def2/J DEFGRID3
* xyz -1 2
Ta -0.74927 0.06001 0.26587
O -3.41986 -0.55125 -2.88609
C -2.65199 -1.13173 -1.86945
O -1.77314 -0.25474 -1.38412
C -3.59561 -1.72012 -0.80440
O -3.44702 -0.99195 0.39994
C -3.52334 -1.81454 1.54544
C -2.24312 -2.61675 1.74239
O -2.28877 -3.53999 2.55979
O -1.23159 -2.22352 1.07096
H -2.83232 0.07799 -3.32193
H -3.36336 -2.77514 -0.64281
H -4.62036 -1.62873 -1.17148
H -4.38704 -2.48218 1.50225
H -3.64074 -1.15275 2.40493
O 0.73109 -1.39505 -1.43361
N 0.54058 -1.06397 -2.65244
C 1.38316 -0.14826 -3.18827
C 1.25727 0.26594 -4.49698
C 0.24632 -0.24565 -5.28765
C -0.63610 -1.14696 -4.71812
C -0.50555 -1.55899 -3.39682
S -1.66120 -2.60740 -2.60664
H 2.11364 0.21685 -2.48333
H 1.95681 0.99922 -4.87444
H 0.13422 0.06227 -6.31885
H -1.46666 -1.55573 -5.27671
N 2.88822 -3.09335 1.88874
C 4.05072 -2.36099 1.78110
C 3.65374 -1.13653 1.33265
N 2.28721 -1.10255 1.16141
C 1.85863 -2.29102 1.50500
H 2.80345 -4.04778 2.18408
H 5.01618 -2.76776 2.02844
H 4.26722 -0.27386 1.12320
H 0.82500 -2.62391 1.48476
C -0.41661 -0.18375 3.44511
O -0.42526 0.14576 2.08603
H -0.89153 -1.15479 3.60190
H -0.94721 0.57922 4.01914
H 0.61759 -0.23281 3.79142
C 1.96619 4.38684 -0.02606
Ge 0.76311 3.08197 0.83233
C -0.60303 4.17952 1.71578
C 1.84412 2.32214 2.29357
C 0.09325 1.76205 -0.37248
H 2.28577 5.14170 0.69880
H 1.48072 4.89368 -0.86483
H 2.85599 3.87518 -0.40386
H -0.12849 4.89209 2.39756
H -1.28032 3.53908 2.28547
H -1.19334 4.73555 0.98287
H 2.74600 2.91962 2.45494
H 2.12480 1.29852 2.03940
H 1.27586 2.29339 3.22696
H -0.14404 2.14589 -1.37084
*
```



Run B
Below is a molecular structure, C17H26GeN3O7STa, with properties calculated with ωB97M-V/def2-TZVPD.

HOMO energy (spin up / spin down) in eV: -3.32 / -3.68

Geometry as ORCA input:
```
! wB97M-V def2-TZVPD RIJCOSX def2/J DEFGRID3
* xyz -1 2
Ta 0.01719 0.18619 -0.75379
O 1.15871 1.64319 2.95638
C -0.07989 1.26864 2.61932
O -0.66770 1.72498 1.67947
C -0.61673 0.11424 3.44914
O -0.55331 -1.09018 2.70466
C 0.72510 -1.69143 2.62569
C 1.72714 -1.01500 1.67551
O 2.91192 -1.15183 1.87693
O 1.19397 -0.37582 0.67467
H 1.51911 2.17987 2.22522
H -0.07150 0.02101 4.39452
H -1.67378 0.28863 3.63388
H 1.19130 -1.76623 3.61240
H 0.55781 -2.69693 2.23276
O -1.83575 -1.60457 -0.18771
N -1.66095 -2.82579 0.22044
C -2.49277 -3.31846 1.16065
C -2.42418 -4.62001 1.59119
C -1.44724 -5.45034 1.04236
C -0.57493 -4.93296 0.11355
C -0.64802 -3.59338 -0.31158
S 0.43534 -2.89841 -1.41356
H -3.20205 -2.59481 1.53262
H -3.12070 -4.97462 2.33717
H -1.36829 -6.48533 1.35086
H 0.20218 -5.54209 -0.32439
N -3.10708 3.35437 -1.72121
C -4.24264 2.65526 -2.05637
C -4.30436 1.62691 -1.16032
N -3.23608 1.67578 -0.30359
C -2.53122 2.71517 -0.66860
H -2.73034 4.14007 -2.21654
H -4.88903 2.95254 -2.86401
H -5.04611 0.84772 -1.08838
H -1.61076 3.03594 -0.20382
C -1.79367 -0.35059 -3.21532
O -1.05816 0.26493 -2.20723
H -2.85361 -0.09924 -3.12789
H -1.67961 -1.43440 -3.13824
H -1.44124 -0.02900 -4.20123
C 3.75498 0.24364 -1.60492
Ge 2.95039 1.90318 -0.87455
C 3.72195 3.37959 -1.99027
C 3.81834 2.18123 0.90039
C 1.03589 2.00739 -0.98002
H 4.84690 0.28883 -1.59204
H 3.41420 0.09592 -2.63129
H 3.43326 -0.61445 -1.01306
H 4.80296 3.46824 -1.85415
H 3.26554 4.33960 -1.73955
H 3.52962 3.18175 -3.04767
H 4.89329 2.29093 0.74051
H 3.66680 1.32998 1.56317
H 3.46192 3.09631 1.38479
H 0.72588 2.65387 -1.80694
*
```



Of them, the most stable is run B and the least stable is run A.